(1)
{"formula": "C27H50CeOP2", "method": "wB97M-V/def2-TZVPD", "symbols": ["Ce", "C", "C", "C", "C", "C", "C", "H", "H", "H", "C", "H", "H", "H", "C", "H", "H", "H", "C", "H", "H", "H", "C", "H", "H", "H", "C", "C", "C", "C", "C", "C", "C", "C", "H", "H", "H", "H", "H", "H", "H", "H", "H", "H", "H", "H", "P", "P", "C", "C", "H", "H", "H", "H", "C", "H", "H", "H", "C", "H", "H", "H", "C", "H", "H", "H", "C", "H", "H", "H", "C", "C", "C", "O", "H", "H", "H", "H", "H", "H", "H"], "positions_angstrom": [[0.230, -2.418, 0.168], [1.371, -2.886, 2.339], [0.168, -2.151, 2.631], [-0.426, -4.188, 1.686], [1.018, -4.129, 1.690], [-0.941, -2.956, 2.259], [2.691, -2.669, 2.990], [2.645, -1.926, 3.812], [3.386, -2.251, 2.259], [3.119, -3.637, 3.344], [1.939, -5.287, 1.499], [2.630, -5.373, 2.355], [2.569, -5.191, 0.612], [1.363, -6.212, 1.377], [-1.219, -5.310, 1.101], [-0.809, -6.308, 1.379], [-1.206, -5.279, -0.009], [-2.268, -5.223, 1.441], [-2.386, -2.546, 2.256], [-3.014, -3.364, 2.660], [-2.738, -2.327, 1.225], [-2.549, -1.659, 2.882], [0.143, -0.791, 3.229], [-0.592, -0.743, 4.043], [-0.141, -0.056, 2.467], [1.115, -0.526, 3.650], [2.600, 2.175, 0.333], [2.576, 1.821, 1.636], [1.769, 2.450, 2.754], [0.732, 3.578, 2.454], [-0.642, 3.129, 1.995], [-0.896, 2.548, 0.813], [0.151, 1.696, 0.119], [1.369, 2.599, -0.358], [2.497, 2.863, 3.486], [1.229, 4.248, 1.726], [1.302, 1.640, 3.349], [1.159, 3.667, -0.132], [3.528, 2.208, -0.257], [3.258, 1.059, 2.006], [1.500, 2.609, -1.459], [0.499, 0.970, 0.852], [-1.910, 2.495, 0.372], [-0.189, 1.136, -0.781], [0.564, 4.139, 3.385], [-1.519, 3.428, 2.621], [-1.417, 2.571, -2.459], [-3.875, 0.722, -2.723], [-2.753, 3.178, -3.704], [-3.589, 1.976, -4.121], [-2.201, 3.602, -4.564], [-3.316, 4.026, -3.237], [-4.548, 2.279, -4.574], [-3.074, 1.387, -4.896], [-5.280, -0.012, -3.685], [-5.783, -0.766, -3.056], [-4.866, -0.464, -4.599], [-6.032, 0.736, -3.992], [-4.851, 1.792, -1.527], [-5.577, 2.459, -2.024], [-4.169, 2.380, -0.891], [-5.422, 1.061, -0.918], [0.038, 2.533, -3.621], [0.797, 1.872, -3.151], [0.476, 3.536, -3.776], [-0.259, 2.111, -4.595], [-1.129, 4.232, -1.613], [-1.844, 5.018, -1.950], [-0.062, 4.545, -1.734], [-1.256, 4.131, -0.497], [4.024, -2.114, -1.996], [3.489, -1.538, -0.686], [4.466, -1.760, 0.427], [2.132, -1.971, -0.405], [3.354, -1.865, -2.831], [4.165, -3.200, -1.917], [5.014, -1.648, -2.161], [3.471, -0.437, -0.835], [5.464, -1.635, -0.002], [4.336, -1.018, 1.217], [4.399, -2.770, 0.839]], "forces_ev_per_a": [[-0.250, 2.402, -4.708], [-1.088, -1.217, 1.360], [0.828, -1.599, 0.640], [0.415, 0.285, 1.631], [-0.978, 0.396, 2.455], [0.372, -1.463, 0.477], [0.832, 0.516, -0.280], [-0.089, -0.668, -0.295], [-0.103, -0.263, 0.617], [-0.384, 0.840, -0.074], [0.241, -0.121, -0.345], [-0.395, -0.121, -0.285], [0.051, 0.022, -0.051], [0.257, 0.143, 0.178], [-0.335, -0.098, -0.091], [-0.344, 0.735, -0.106], [-0.189, -0.105, 0.216], [0.484, -0.291, -0.307], [-0.022, -0.256, 0.041], [0.242, 0.463, -0.327], [-0.121, 0.027, 0.336], [0.026, -0.201, -0.275], [-0.409, 0.031, 0.172], [0.096, 0.099, -0.235], [0.021, 0.283, 0.291], [-0.111, 0.030, -0.200], [0.799, -0.221, 0.668], [0.639, 0.509, -0.148], [-0.889, -0.702, 0.655], [0.478, -0.803, 0.510], [-0.881, 0.593, -0.567], [-0.642, -1.630, 0.557], [0.613, 1.298, -1.220], [-0.712, 1.012, -0.154], [-0.076, -0.127, -0.678], [-0.582, -0.081, 0.402], [-0.088, 0.415, -0.188], [-0.150, -0.645, -0.139], [-0.340, -1.097, 0.215], [0.786, 0.687, 0.068], [-0.023, -0.332, 0.765], [0.278, 0.067, -0.113], [0.433, -0.250, 0.821], [-0.326, 0.420, 0.727], [0.344, -0.095, -0.308], [0.858, 0.193, -0.728], [-0.682, 1.891, -0.976], [-1.061, 0.965, -1.016], [0.958, 0.193, 0.476], [0.072, -0.189, 0.231], [-0.348, -0.036, 0.321], [0.209, -0.980, -0.310], [0.224, -0.116, 0.315], [0.027, 0.216, 0.108], [-0.400, -0.304, 0.454], [0.134, 0.054, -0.495], [-0.203, -0.076, 0.372], [0.322, -0.217, 0.201], [-0.011, -0.562, -0.165], [0.382, -0.251, 0.094], [-0.334, -0.254, -0.136], [0.295, 0.559, -0.028], [0.281, -0.260, 0.252], [-0.267, 0.351, -0.598], [-0.232, -0.458, 0.025], [0.132, 0.072, 0.400], [0.387, 0.242, 0.930], [0.716, -0.540, 0.009], [-0.982, 0.022, -0.198], [0.007, 0.306, -1.407], [-0.072, 0.021, 0.190], [-0.489, 0.836, -0.755], [0.392, -0.227, 0.138], [1.506, 0.398, -0.445], [0.259, -0.188, 0.174], [-0.082, 0.184, -0.137], [-0.519, -0.282, -0.164], [-0.411, -0.430, 0.059], [-0.005, 0.038, 0.261], [0.091, -0.130, 0.005], [0.139, 0.070, -0.166]], "homo_energy_ev": [-10.1, -10.1], "gap_ev": [6.8, 6.8], "multiplicity": 2, "lumo_ev": [-3.28, -3.27], "energy_ha": -2291.50815, "total_charge": 1}

(2)
{"formula": "H6O3Tl", "method": "wB97M-V/def2-TZVPD", "symbols": ["Tl", "O", "H", "H", "O", "H", "H", "O", "H", "H"], "positions_angstrom": [[3.123, 5.611, 5.531], [5.142, 3.809, 6.589], [4.247, 3.823, 7.001], [5.228, 4.843, 6.643], [2.949, 6.464, 7.473], [2.956, 7.151, 8.183], [3.364, 8.317, 3.497], [5.440, 7.052, 6.049], [4.778, 7.480, 6.730], [6.205, 6.813, 6.869]], "forces_ev_per_a": [[0.652, -0.217, 0.893], [-2.338, 4.193, -0.915], [0.438, -1.817, 1.128], [1.539, -2.311, 0.145], [0.644, -1.949, 0.382], [-0.841, 1.087, -0.695], [0.115, 1.093, -0.922], [0.257, -0.406, 5.245], [1.670, -0.486, -1.715], [-2.136, 0.813, -3.546]], "homo_energy_ev": -26.0, "gap_ev": 4.5, "multiplicity": 1, "lumo_ev": -21.44, "energy_ha": -399.91084, "total_charge": 3}